one:
ORCA calculation (ωB97M-V/def2-TZVPD) on a gas-phase ion, C5H10N3 (charge +1).

Structure (ORCA input):
```
! RIJCOSX wB97M-V def2-TZVPD def2/J DEFGRID3
* xyz 1 1
C 1.267 -0.584 -1.816
C -0.063 -0.830 -1.160
C -0.511 0.091 -0.088
C -1.767 0.702 0.101
N -1.715 1.212 1.404
C -0.578 0.918 1.954
N 0.170 0.144 1.102
N 2.440 -1.216 -1.018
H 1.521 0.608 -1.809
H 1.289 -1.024 -2.746
H -0.026 -1.846 -0.565
H -0.847 -1.090 -1.993
H -2.529 0.950 -0.635
H -2.475 1.534 1.972
H -0.209 1.387 2.900
H 1.212 -0.308 1.178
H 2.337 -2.149 -1.382
H 3.378 -0.832 -1.285
*
```

## Properties
HOMO level = -0.491 Eh
SMILES = NCCc1c[nH]c[nH+]1
Kohn-Sham gap = 10.2 eV

two:
ORCA calculation (ωB97M-V/def2-TZVPD) on a gas-phase ion, C5H10N3 (charge +1).

Structure (ORCA input):
```
! RIJCOSX wB97M-V def2-TZVPD def2/J DEFGRID3
* xyz 1 1
C 0.752 -1.578 -0.029
C -0.724 -1.133 0.041
C 2.038 0.324 0.426
C -0.156 1.110 0.324
C -2.548 0.413 -0.078
N 1.829 -0.960 0.053
N -1.112 0.256 0.238
N 2.817 1.040 -0.361
H 0.940 -2.670 -0.347
H -1.011 -1.625 -0.830
H -1.341 -1.613 0.892
H 1.783 0.380 1.512
H -0.449 2.107 0.260
H -2.791 1.495 0.060
H -2.850 0.263 -1.065
H -2.970 -0.413 0.542
H 2.642 2.030 -0.471
H 3.151 0.573 -1.166
*
```

## Properties
HOMO level = -0.485 Eh
Kohn-Sham gap = 9.5 eV

Stability verdict: one, ahead by 74.3 kcal/mol